{
  "formula": "C24H96N18O24",
  "method": "ωB97M-V with the def2-TZVPD basis set",
  "species": ["C", "O", "H", "H", "H", "H", "C", "O", "H", "H", "H", "H", "C", "O", "H", "H", "H", "H", "C", "O", "H", "H", "H", "H", "C", "O", "H", "H", "H", "H", "C", "O", "H", "H", "H", "H", "C", "O", "H", "H", "H", "H", "C", "O", "H", "H", "H", "H", "C", "O", "H", "H", "H", "H", "C", "O", "H", "H", "H", "H", "C", "O", "H", "H", "H", "H", "C", "O", "H", "H", "H", "H", "C", "O", "H", "H", "H", "H", "C", "O", "H", "H", "H", "H", "C", "O", "H", "H", "H", "H", "C", "O", "N", "N", "H", "H", "H", "H", "C", "O", "N", "N", "H", "H", "H", "H", "C", "O", "N", "N", "H", "H", "H", "H", "C", "O", "N", "N", "H", "H", "H", "H", "C", "O", "N", "N", "H", "H", "H", "H", "C", "O", "N", "N", "H", "H", "H", "H", "C", "O", "N", "N", "H", "H", "H", "H", "C", "O", "N", "N", "H", "H", "H", "H", "C", "O", "N", "N", "H", "H", "H", "H"],
  "xyz": [[4.54992, 3.78802, -0.49221], [3.37736, 3.79727, 0.30366], [4.58455, 4.29704, -1.45543], [5.34218, 4.25741, 0.09096], [4.82878, 2.74014, -0.60303], [3.43140, 3.27090, 1.10466], [-1.65681, -0.16716, -7.14596], [-1.89740, -0.02898, -5.75558], [-1.61014, -1.17568, -7.55684], [-2.45295, 0.38381, -7.64665], [-0.67906, 0.19830, -7.45986], [-1.93349, 0.91311, -5.57453], [-4.02116, -2.53947, -3.33615], [-2.94796, -2.58905, -4.18125], [-4.42685, -3.54398, -3.21589], [-3.86060, -2.02856, -2.38679], [-4.87542, -1.95398, -3.67606], [-2.82176, -1.71592, -4.55981], [0.63760, -4.17351, 3.99042], [1.88972, -4.86410, 4.21813], [-0.07585, -4.98132, 4.15332], [0.59039, -3.36100, 4.71548], [0.60707, -3.84010, 2.95312], [1.92237, -5.60577, 3.60948], [-2.30262, 1.83537, 2.36291], [-1.58506, 2.76101, 3.20964], [-2.83683, 1.23487, 3.09920], [-3.04600, 2.24154, 1.67696], [-1.62880, 1.27336, 1.71622], [-1.28558, 3.52123, 2.70567], [-4.50133, 1.40475, -1.90886], [-4.62614, 2.16652, -3.07408], [-3.42634, 1.28342, -1.77547], [-4.76535, 2.09049, -1.10378], [-4.94213, 0.40909, -1.85947], [-5.57494, 2.30546, -3.02847], [-4.40614, -0.86861, 1.03064], [-3.27043, -1.30891, 1.70715], [-4.24460, 0.15162, 0.68261], [-4.63359, -1.42795, 0.12316], [-5.29801, -0.83553, 1.65638], [-2.55807, -1.32248, 1.06375], [5.80372, -0.05696, -0.26822], [4.53627, -0.39223, 0.39957], [6.40536, 0.59374, 0.36638], [6.34719, -0.93142, -0.62608], [5.53063, 0.54020, -1.13823], [3.98910, 0.37108, 0.59846], [-0.15033, 4.00173, -0.15280], [-1.04163, 4.46279, -1.12484], [-0.36956, 4.48548, 0.79905], [-0.01957, 2.93041, -0.00023], [0.87063, 4.35111, -0.30666], [-1.90684, 4.42341, -0.71076], [-0.36843, -0.77913, 3.63758], [0.61380, -1.38799, 2.81203], [-0.35989, 0.31080, 3.62843], [-1.41228, -1.02410, 3.44148], [-0.14906, -1.13895, 4.64282], [1.42952, -1.38408, 3.31819], [2.85116, 1.49061, -2.59785], [2.19654, 1.76211, -1.34763], [3.86737, 1.88154, -2.54698], [2.83944, 0.40202, -2.65216], [2.38527, 1.98829, -3.44836], [2.41647, 2.62717, -0.99421], [-4.22234, 4.96208, -0.71782], [-3.67757, 4.76779, 0.52049], [-5.30221, 4.92102, -0.57542], [-3.94201, 5.93393, -1.12406], [-3.90214, 4.23525, -1.46433], [-4.36092, 5.02650, 1.14315], [2.27726, 2.25288, 2.68745], [3.32152, 1.51045, 2.13373], [1.58673, 2.56267, 1.90304], [1.65564, 1.71262, 3.40146], [2.54033, 3.20888, 3.14018], [3.60404, 0.88279, 2.80293], [-4.90047, -0.49079, 5.19551], [-3.92933, -1.47145, 4.69559], [-5.69389, -0.21760, 4.49983], [-5.35678, -0.96961, 6.06189], [-4.30650, 0.31592, 5.62506], [-3.57033, -1.14485, 3.86731], [0.44236, 2.86800, 6.30929], [-0.83640, 2.38323, 5.85308], [1.18458, 2.10793, 6.06540], [0.76339, 3.81646, 5.87864], [0.48265, 3.08165, 7.37739], [-0.93949, 2.55486, 4.91419], [-2.04074, -5.03564, 0.64757], [-3.07344, -5.64728, 0.80000], [-1.88332, -3.73056, 0.84239], [-0.95312, -5.64723, 0.47043], [-0.99186, -3.26161, 0.76821], [-2.65298, -3.18575, 1.20419], [-0.91696, -6.61152, 0.17221], [-0.25430, -4.91802, 0.47053], [0.02948, -5.19884, -3.04583], [0.06251, -5.39502, -4.24713], [0.96653, -5.60898, -2.22881], [-0.88030, -4.46399, -2.52512], [0.79822, -5.41369, -1.25227], [1.82512, -6.04888, -2.52783], [-1.49713, -4.06756, -3.21971], [-1.01288, -4.39058, -1.52655], [-1.22148, 3.10501, -4.34248], [-1.55389, 2.58494, -5.40711], [-0.02134, 3.40635, -4.09769], [-2.05515, 3.33008, -3.42738], [0.27556, 3.57305, -3.14682], [0.61151, 3.56854, -4.86794], [-2.89854, 2.77527, -3.45844], [-1.69252, 3.73254, -2.57495], [-5.84021, 0.65283, -6.33371], [-6.46841, -0.10909, -5.66211], [-5.90169, 0.66720, -7.61668], [-4.86572, 1.38174, -5.86622], [-6.50260, 0.03486, -8.12574], [-5.30867, 1.28926, -8.14722], [-4.50117, 1.43796, -4.92598], [-4.40735, 1.93495, -6.57612], [7.01332, 2.77579, 3.28285], [7.96132, 3.53677, 3.17187], [6.63641, 1.95646, 4.23904], [6.04281, 2.80583, 2.42030], [7.25434, 1.94728, 5.03790], [5.68070, 1.70158, 4.44336], [6.25446, 3.23940, 1.53299], [5.21668, 2.22804, 2.48175], [-0.54145, -0.38905, -0.43405], [-1.52838, -1.09298, -0.30379], [-0.36952, 0.39709, -1.42840], [0.35032, -0.15243, 0.43985], [-0.99105, 0.47935, -2.22025], [0.45358, 0.98093, -1.38662], [0.28973, -0.60248, 1.34201], [1.11608, 0.49434, 0.31575], [3.09713, -2.32854, -3.21219], [3.63148, -1.56037, -3.99567], [3.66492, -3.36449, -2.60710], [1.89016, -2.15927, -2.85968], [3.22236, -3.92327, -1.89155], [4.65560, -3.40355, -2.79979], [1.35157, -1.53886, -3.44715], [1.55415, -2.77094, -2.12958], [3.60053, -0.49617, 4.92533], [4.33220, 0.21895, 4.25483], [3.03167, -0.27860, 6.06386], [3.32476, -1.62948, 4.40306], [2.31767, -0.94072, 6.33201], [3.05871, 0.63818, 6.48681], [2.79488, -2.28713, 4.95699], [3.80621, -1.99285, 3.59296], [2.23415, -3.74918, 0.50948], [1.03723, -3.83287, 0.25711], [3.02076, -4.77235, 0.51848], [2.82416, -2.62053, 0.72736], [3.96649, -4.67397, 0.85908], [2.67488, -5.66302, 0.19111], [2.28546, -1.77996, 0.57457], [3.81745, -2.46865, 0.82936]],
  "forces_ev_per_a": [[1.5, -0.9, 1.7], [-1.5, 1.2, -1.2], [-1.2, 0.0, 0.1], [0.2, 0.2, -0.1], [0.3, 0.0, -0.5], [0.8, -0.2, -0.3], [0.0, 0.5, -0.3], [0.2, -1.8, -0.1], [-0.6, -0.4, 0.8], [0.1, 0.0, -0.5], [0.1, 0.7, 0.2], [0.2, 0.7, 0.0], [-2.2, 0.2, 0.9], [1.1, 0.0, -0.7], [0.3, 0.0, 0.4], [0.7, -0.5, 0.6], [-0.1, 0.1, -0.9], [0.4, 0.3, -0.4], [0.8, -1.7, -0.3], [0.7, 0.7, 0.1], [-0.9, 0.8, 0.1], [-0.3, -0.2, -0.1], [-0.3, 0.3, 0.2], [0.0, 0.0, 0.0], [0.0, -0.1, 0.5], [-0.2, 0.1, -0.7], [0.1, -0.5, -0.4], [0.0, 0.8, 0.3], [0.2, -0.3, 0.3], [0.0, 0.1, -0.2], [2.2, 0.3, 1.5], [-1.3, -0.4, -0.4], [0.2, -0.4, 0.2], [-0.5, -0.6, 0.6], [-0.4, 0.2, -0.3], [-0.3, 0.6, -1.2], [-0.5, 0.9, -0.8], [-0.5, -0.4, 1.3], [0.0, 0.4, -0.1], [0.0, -0.5, 0.1], [0.2, -0.3, 0.3], [0.8, 0.3, -0.7], [-1.7, 1.2, 0.1], [1.4, -1.2, -0.3], [0.2, -0.3, 0.2], [-0.4, -0.1, 0.5], [0.2, -0.1, -0.3], [0.3, 0.5, -0.2], [1.5, 0.6, 1.4], [0.1, -0.2, -0.1], [-0.3, -0.2, 0.3], [-0.7, -0.3, -0.3], [0.0, 0.2, -0.7], [-0.3, 0.2, 0.1], [-0.1, 0.1, 1.4], [-0.5, 0.1, -0.3], [0.5, 0.2, -0.1], [0.3, -0.7, -0.6], [-0.4, 0.3, 0.4], [0.3, -0.1, -0.1], [0.3, 0.1, 0.7], [-0.5, -0.1, 0.0], [0.2, -0.3, -0.1], [0.2, 0.2, -0.6], [-0.4, -0.3, 0.0], [0.2, 0.4, 0.1], [-1.3, 0.8, -1.7], [1.2, -0.6, 1.9], [-0.2, 0.0, -0.9], [-0.1, 0.3, -0.1], [-0.1, -0.4, 0.2], [0.4, -0.1, 0.4], [-1.7, 0.8, 0.1], [-0.1, 0.2, -0.6], [-0.1, -0.2, -0.3], [0.2, -0.3, 0.1], [0.7, -0.1, 0.3], [0.7, -0.5, 0.6], [1.5, -1.3, 0.7], [-1.1, 0.7, 0.3], [0.3, 0.2, -0.2], [-0.2, -0.1, -0.1], [-0.4, 0.6, -0.4], [-0.1, -0.1, -0.4], [-0.4, -0.3, -0.5], [0.9, 0.5, 1.3], [0.4, 0.0, 0.1], [-0.2, 0.1, -0.5], [-0.6, -0.5, 0.1], [-0.1, 0.1, -0.4], [-4.6, 0.1, 2.1], [-2.5, -0.2, -0.2], [-0.5, 2.5, 0.3], [5.5, -2.0, -1.2], [-0.2, 0.0, -0.1], [0.0, -0.3, -0.1], [0.1, 0.4, 0.1], [1.6, -1.6, -0.4], [1.1, -0.7, -3.7], [0.4, -0.6, -1.3], [2.7, -1.4, 3.0], [-3.3, 2.4, 1.7], [0.5, -0.1, -0.1], [-0.6, 0.0, -0.2], [-0.5, 0.3, 0.5], [-0.3, 0.3, -0.4], [-1.7, -2.3, -4.3], [-0.5, -0.3, -1.7], [6.5, 1.8, 1.0], [-3.9, 0.5, 4.2], [0.1, 0.3, -0.4], [0.0, -0.3, 0.3], [-0.2, 0.5, 0.2], [-0.4, -0.1, 0.1], [0.6, -1.7, 2.4], [-2.3, -1.7, 2.0], [-0.7, 0.5, -5.8], [2.8, 3.3, 0.4], [0.1, 0.2, 0.4], [-0.3, -0.4, -0.1], [-0.6, -0.3, -0.2], [0.5, 0.1, 0.7], [0.3, 2.0, 0.0], [1.1, -0.7, 0.6], [1.7, -1.8, 4.2], [-3.0, 0.7, -4.6], [-0.2, -0.1, 0.1], [0.2, -0.1, -0.5], [-0.2, 0.0, 0.3], [0.3, 0.0, -0.2], [-3.1, -0.3, -0.8], [-1.1, -1.5, 0.5], [0.3, 3.0, -5.0], [3.9, -0.3, 5.2], [0.1, -0.4, 0.2], [-0.1, 0.2, -0.7], [0.3, -0.2, -0.1], [-0.2, -0.1, -0.3], [2.2, 0.9, -1.2], [1.3, 0.1, -0.8], [2.7, -1.5, 0.4], [-4.9, 0.8, 1.5], [0.2, 0.1, -0.4], [-0.1, -0.5, 0.4], [-0.5, -0.3, 0.5], [-1.1, 0.4, -0.4], [1.8, 1.5, -1.9], [1.0, 2.5, 0.1], [-1.4, 1.3, 3.1], [-2.1, -5.5, -1.5], [0.1, 0.5, 0.5], [-0.1, -0.3, 0.0], [0.2, -0.5, -0.4], [0.0, 0.3, 0.2], [-1.9, 0.7, -0.4], [-0.9, 0.3, -0.4], [2.4, -3.8, 0.0], [1.0, 3.7, 1.0], [-0.2, -0.4, -0.3], [0.2, 0.1, 0.4], [0.0, -0.1, 0.1], [-0.2, 0.0, -0.3]],
  "mulliken_charge": [-0.682, -0.655, 0.375, 0.353, 0.083, 0.023, -0.751, -0.101, 0.289, 0.167, 0.276, 0.258, -0.542, -0.455, 0.355, 0.062, 0.316, 0.199, -0.311, -0.594, 0.458, 0.123, 0.118, 0.308, -0.390, -0.539, 0.183, 0.276, 0.141, 0.196, -0.766, -0.760, 0.021, 0.490, 0.436, 0.339, -0.581, -0.128, -0.065, 0.267, 0.409, 0.103, -0.758, -0.165, 0.256, 0.305, 0.192, 0.030, -0.474, -0.616, 0.496, -0.099, 0.274, 0.012, -0.080, 0.446, -0.283, -0.196, 0.542, -0.691, -0.468, 0.351, 0.322, -0.119, 0.177, -0.237, -0.387, -0.517, 0.468, 0.277, -0.170, 0.362, -0.460, 1.017, -0.183, -0.377, 0.552, -0.030, -0.622, -0.523, 0.231, 0.277, 0.249, 0.215, -0.241, -0.463, -0.155, 0.271, 0.316, 0.412, 0.214, -0.781, 0.562, -0.116, -0.286, -0.026, 0.275, 0.275, 0.632, -0.763, -0.125, -0.034, -0.069, 0.235, -0.036, 0.297, 0.741, -0.926, -0.205, 0.098, -0.055, 0.256, -0.114, 0.408, 0.732, -0.671, -0.398, -0.115, 0.225, 0.144, 0.071, 0.131, 0.432, -0.723, -0.236, -0.044, 0.241, 0.157, 0.071, 0.139, 0.689, -0.468, 0.850, 2.004, -0.159, -0.510, -1.075, -0.487, 0.590, -0.764, -0.258, 0.243, 0.169, 0.234, 0.058, -0.222, 0.649, -0.739, -0.332, -0.337, 0.186, 0.220, 0.066, 0.078, -0.597, -0.308, -0.199, 0.924, 0.183, 0.292, -0.708, 0.074],
  "total_charge": 0,
  "spin_multiplicity": 1,
  "orbital_gap_ha": 0.3065,
  "e_homo_ha": -0.3219,
  "largest_force_ev_per_a": 6.9
}